# 1
Entry from OMol25: a structure of composition C41H42P2PtTe (ωB97M-V/def2-TZVPD).

Geometry (Å):
Pt: 0.1469 0.4558 0.7952
C: -2.1192 0.9219 -3.2308
C: -1.9362 -0.3897 -3.0910
C: -1.2133 -1.2080 -4.1163
C: 0.1619 -0.5886 -4.4925
C: 0.8967 0.1613 -3.3957
C: 0.6185 1.4005 -2.9730
C: -0.1320 2.3742 -3.8322
C: -1.5176 1.8360 -4.2634
C: 1.4602 0.8158 2.4208
H: -2.9094 1.4377 -2.6797
H: -2.5813 -0.9872 -2.4212
H: -1.8440 -1.2641 -5.0250
H: -1.0819 -2.2498 -3.7883
H: 0.8136 -1.4074 -4.8350
H: 0.0104 0.0633 -5.3644
H: 1.8556 -0.3126 -3.1460
H: 1.1111 1.8668 -2.1216
H: 0.4651 2.6306 -4.7278
H: -0.2760 3.3074 -3.2717
H: -2.1917 2.7029 -4.3701
H: -1.4656 1.3548 -5.2534
H: 1.0413 1.5342 3.1352
H: 2.4314 1.1587 2.0523
H: 1.5407 -0.1816 2.8705
P: -1.4131 -0.8228 -0.2422
P: 2.0791 -0.1469 -0.2401
C: -0.1443 -1.6429 -1.2578
C: 1.2140 -1.3892 -1.2357
C: -2.3900 -2.2461 0.3161
C: -2.7777 -3.1867 -0.6514
C: -3.5652 -4.2732 -0.2652
C: -3.9376 -4.4313 1.0761
C: -3.5227 -3.5020 2.0277
C: -2.7478 -2.4017 1.6641
C: -2.6570 0.5214 -0.5180
C: -2.2452 1.8767 -0.5087
C: -3.1797 2.9053 -0.6098
C: -4.5287 2.6076 -0.8074
C: -4.9425 1.2704 -0.8270
C: -4.0290 0.2321 -0.6336
C: 3.4697 -1.0437 0.4943
C: 3.1909 -2.2435 1.1837
C: 4.2370 -3.0512 1.6387
C: 5.5696 -2.6668 1.4406
C: 5.8463 -1.4455 0.8162
C: 4.8096 -0.6176 0.3766
C: 2.7421 1.5518 -0.6164
C: 2.2194 2.7097 0.0162
C: 2.6599 3.9816 -0.3387
C: 3.6337 4.1334 -1.3201
C: 4.1578 2.9985 -1.9625
C: 3.7319 1.7156 -1.6051
H: -0.5053 -2.5073 -1.8187
H: 1.8821 -1.9891 -1.8575
H: -2.4574 -3.0839 -1.6899
H: -3.8825 -4.9850 -1.0189
H: -4.5566 -5.2889 1.3633
H: -3.8081 -3.6326 3.0701
H: -2.4280 -1.6441 2.3848
H: -1.1801 2.1331 -0.3858
H: -2.8373 3.9358 -0.5187
H: -5.2551 3.4158 -0.9350
H: -5.9966 1.0284 -0.9630
H: -4.3698 -0.8028 -0.5634
H: 2.1532 -2.5483 1.3381
H: 4.0126 -3.9925 2.1442
H: 6.3876 -3.3100 1.7859
H: 6.8861 -1.1348 0.6716
H: 5.0409 0.3495 -0.0677
H: 1.4622 2.6172 0.8082
H: 2.2436 4.8540 0.1707
H: 4.0005 5.1273 -1.5815
H: 4.9180 3.1116 -2.7333
H: 4.1774 0.8323 -2.0752
Te: -1.5914 1.0956 2.7618
C: -1.0134 0.3581 4.6588
C: -0.8052 1.3708 5.6242
C: -0.2973 1.0188 6.8819
C: -0.0319 -0.3235 7.1871
C: -0.2823 -1.3243 6.2411
C: -0.7807 -0.9973 4.9666
H: -1.0287 2.4032 5.3589
H: -0.1138 1.7999 7.6236
H: 0.3667 -0.5844 8.1737
H: -0.0917 -2.3699 6.4989
H: -0.9835 -1.7584 4.2098

Results
Gap between HOMO and LUMO (alpha / beta): 5.19 / 3.74 eV
Energy above the lowest of the compared OMol25 structures with the same formula, charge and spin: 0.000 eV
HOMO energy (alpha / beta): -10.87 / -12.94 eV
DFT total energy: -72293.0553 eV
Spin multiplicity: 5
Total charge: +2


# 2
Entry from OMol25: the ion C7H8NO4S with charge -1 (ωB97M-V/def2-TZVPD).

Geometry (Å):
C: -1.9157 0.0056 -1.3116
C: -1.4689 1.1376 -1.7591
C: -0.8929 -0.7632 0.8938
C: 1.7957 -0.1543 -1.1862
C: -1.0125 -0.8088 -0.5350
C: 0.7081 0.7335 -0.5251
C: 1.1641 1.1715 0.8229
N: 0.1431 -1.5837 1.3808
O: 2.2657 0.3200 -2.2610
O: -1.6893 -0.2867 1.7252
O: 2.1039 -1.2187 -0.6421
O: 0.1725 -1.4790 2.8499
S: 0.0078 2.0241 -1.5424
H: -2.7118 -0.5495 -1.8016
H: -2.2267 1.6719 -2.2992
H: -0.4008 -1.6300 -0.9002
H: 1.6967 2.1003 0.6395
H: 1.6225 0.3411 1.3732
H: 0.3712 1.5836 1.4080
H: 0.9349 -1.7221 0.8140
H: -0.6677 -0.8931 2.8563

Results
Gap between HOMO and LUMO: 7.61 eV
Energy above the lowest of the compared OMol25 structures with the same formula, charge and spin: 3.277 eV
HOMO energy: -4.59 eV
DFT total energy: -27901.6467 eV
Total charge: -1


# 3
Entry from OMol25: a structure of composition C9H24N8O19Pt (ωB97M-V/def2-TZVPD).

Geometry (Å):
Pt: 0.4800 -1.9230 0.0888
C: -4.4599 1.2206 -1.9396
O: -1.0652 -0.8270 -0.2063
O: -3.5326 2.0504 -1.7163
O: -5.4136 0.5678 -2.1648
C: 0.1446 -2.0844 5.0086
N: 0.7637 -2.5492 3.7030
O: -0.0706 -2.5233 2.8048
O: 1.9134 -2.8215 3.6111
H: -0.8795 -2.1948 4.8731
H: 0.3542 -0.9916 5.0742
H: 0.6330 -2.5942 5.7944
C: -0.7182 -5.2954 1.6853
N: -1.0575 -6.1200 0.4832
O: -0.1217 -6.3258 -0.2488
O: -2.1610 -6.5640 0.3304
H: -0.3184 -5.8577 2.5646
H: -1.6021 -4.8039 2.0817
H: -0.1149 -4.4670 1.3750
C: 0.5714 1.7804 -2.5792
N: 0.6699 3.2334 -2.9299
O: 0.5311 3.6697 -4.0361
O: 0.8527 3.9509 -1.9249
H: 1.2017 1.6076 -1.7253
H: 1.0480 1.3302 -3.4304
H: -0.4335 1.5943 -2.3230
C: -1.1962 5.8755 -1.7109
N: -2.0310 4.6097 -1.5922
O: -1.9489 3.8008 -2.4594
O: -2.6354 4.3375 -0.5359
H: -0.4955 5.9176 -0.8294
H: -1.8790 6.6764 -1.7914
H: -0.7176 5.9471 -2.6578
C: 2.9250 4.1408 4.2313
N: 2.8617 2.6266 4.1843
O: 3.2343 2.0551 3.2041
O: 2.5331 2.0189 5.1989
H: 1.9543 4.5098 4.5351
H: 3.1541 4.5341 3.2302
H: 3.7483 4.2521 4.9403
C: 0.1208 -2.1767 -6.2917
N: -0.7729 -2.8290 -5.2870
O: -1.5966 -2.1661 -4.6626
O: -0.5766 -3.9937 -5.1025
H: 1.1278 -2.6781 -6.1549
H: 0.2327 -1.1004 -6.1255
H: -0.3110 -2.4717 -7.2251
C: 1.2960 -3.8348 -2.0820
N: 2.0249 -4.1465 -0.8284
O: 1.9233 -3.4517 0.2034
O: 2.8275 -5.0371 -0.8830
H: 1.8925 -3.0659 -2.4724
H: 0.3024 -3.4589 -1.8910
H: 1.2258 -4.7941 -2.6224
C: -1.1953 2.4529 2.4056
N: -0.5611 3.6035 3.1571
O: -0.8435 3.7879 4.3083
O: 0.1097 4.4082 2.4594
H: -0.3266 1.7972 2.1076
H: -1.8328 2.8240 1.6137
H: -1.7891 1.9666 3.1728

Results
Gap between HOMO and LUMO (alpha / beta): 7.91 / 7.09 eV
HOMO energy (alpha / beta): -8.93 / -8.58 eV
DFT total energy: -63764.5075 eV
Spin multiplicity: 3
Total charge: 0


# 4
Entry from OMol25: a cluster of 2 separate species, C4H9NO in total (ωB97M-V/def2-TZVPD).

Geometry (Å):
C: 1.9187 -1.0134 -1.0241
N: 2.0843 -2.1461 -0.4878
C: 2.3775 -2.0739 0.9667
H: 2.0131 -0.0305 -0.5621
H: 1.7452 -1.0217 -2.0927
H: 2.0947 -1.0876 1.3318
H: 3.4146 -2.3457 1.1373
H: 1.7508 -2.8227 1.4534
C: -3.3007 1.6747 0.2824
C: -1.8362 1.4635 0.3404
O: -0.9934 1.9502 -0.3723
H: -3.6055 2.1699 -0.6347
H: -3.5414 2.2787 1.1711
H: -3.8422 0.7493 0.4682
H: -1.4963 0.5996 0.9529

Results
Gap between HOMO and LUMO: 10.73 eV
SMILES: C=NC.CC=O
Energy above the lowest of the compared OMol25 structures with the same formula, charge and spin: 2.448 eV
HOMO energy: -9.78 eV
DFT total energy: -7829.8723 eV
Total charge: 0


> Look up the DFT total energy of the third one.

-63764.5075 eV


> Among the records above, which one has the highest total charge?

C41H42P2PtTe


> Which of these has the highest total charge?

C41H42P2PtTe


> Number 4 is which compound?

C4H9NO